Entry 1:
C22H34F5NO10S | ωB97M-V/def2-TZVPD

Summary:
LUMO energy = -1.9413 eV
Total charge = 0
HOMO-LUMO gap = 7.161 eV
Spin multiplicity = 1
F_max = 0.52 eV Å⁻¹
Structure (SMILES) = [H]/N=C\CC1=CC(=O)C=C(S(=O)(=O)C(F)(F)C(F)(F)F)C1=O.COCCOCCOC.COCCOCCOC

The geometry in XYZ format:
```
73
Properties=species:S:1:pos:R:3:mulliken_charge:R:1
N -0.1828 -3.7033 0.9594 -0.639
C 0.7609 -3.3265 0.2113 -0.012
C 0.6332 -2.6587 -1.1489 -1.219
C 0.9417 -1.1882 -1.1053 0.814
C 2.0909 -0.6372 -1.5087 -0.454
C 2.2680 0.8325 -1.4029 -0.169
O 3.3145 1.3685 -1.1323 -0.528
C 1.0145 1.6267 -1.6195 -0.338
C -0.1287 1.0891 -1.2027 -0.261
S -1.6215 2.0104 -1.4652 1.285
O -2.1432 2.6040 -0.2769 -0.510
O -1.3755 2.8190 -2.6212 -0.686
C -2.7935 0.6758 -2.0735 0.499
F -3.5361 1.2514 -3.0111 -0.260
F -2.0043 -0.2603 -2.6525 -0.259
C -3.7499 -0.0204 -1.0230 0.860
F -3.4211 0.2442 0.2195 -0.233
F -4.9969 0.3907 -1.2268 -0.255
F -3.7058 -1.3379 -1.2019 -0.289
C -0.1007 -0.2652 -0.5459 0.687
O -0.8300 -0.5581 0.3653 -0.515
H -1.0936 -3.4826 0.5529 0.273
H 1.7867 -3.4898 0.5525 0.408
H 1.3089 -3.1393 -1.8592 0.438
H -0.3941 -2.7991 -1.5034 0.292
H 2.8946 -1.2474 -1.9095 0.444
H 1.0728 2.5996 -2.0973 0.571
C -4.0561 4.6487 1.4399 -0.631
O -5.3394 4.1362 1.7297 -0.357
C -5.6042 2.9603 0.9884 -0.220
C -6.7647 2.1937 1.5788 -0.538
O -6.4171 1.4148 2.7127 -0.442
C -6.2853 2.1063 3.9438 -0.431
C -7.6040 2.4267 4.6092 -0.587
O -8.1974 3.5737 4.0280 -0.252
C -9.5540 3.7053 4.3803 -0.766
H -3.9565 4.8842 0.3743 0.266
H -3.9275 5.5625 2.0173 0.321
H -3.2745 3.9365 1.7181 0.229
H -4.7179 2.3168 0.9778 0.054
H -5.8487 3.2348 -0.0492 0.471
H -7.0963 1.4697 0.8310 0.450
H -7.5980 2.8654 1.7972 0.217
H -5.6845 3.0111 3.8289 0.224
H -5.7468 1.4174 4.5978 0.385
H -7.4294 2.6131 5.6787 0.438
H -8.2747 1.5636 4.5113 0.338
H -10.1409 2.8516 4.0210 0.316
H -9.9282 4.6130 3.9112 0.230
H -9.6789 3.7893 5.4667 0.311
C 9.1190 -3.9145 0.8020 -0.775
O 8.3872 -3.6820 -0.3795 -0.254
C 7.1689 -4.4012 -0.4048 -0.621
C 6.2355 -3.8437 -1.4549 -0.482
O 5.5481 -2.6668 -1.0508 -0.334
C 6.3038 -1.4608 -1.0682 -0.579
C 6.5396 -0.9065 -2.4548 -0.459
O 7.6079 -1.5777 -3.0967 -0.269
C 7.6423 -1.3192 -4.4806 -0.756
H 9.3686 -4.9760 0.9155 0.315
H 10.0410 -3.3411 0.7339 0.232
H 8.5593 -3.5846 1.6850 0.325
H 6.6774 -4.3509 0.5750 0.336
H 7.3757 -5.4557 -0.6366 0.447
H 5.4511 -4.5854 -1.6213 0.407
H 6.7648 -3.6897 -2.3972 0.227
H 7.2468 -1.5781 -0.5319 0.283
H 5.6924 -0.7336 -0.5297 0.443
H 6.7815 0.1624 -2.3744 0.424
H 5.6198 -1.0107 -3.0463 0.254
H 6.7289 -1.6757 -4.9724 0.318
H 8.4958 -1.8531 -4.8929 0.239
H 7.7603 -0.2484 -4.6846 0.310
```

=====

Entry 2:
C22H34N3OPtSi | ωB97M-V/def2-TZVPD

Summary:
Relative energy (zero: lowest compared OMol25 entry of this formula, charge and spin) = 32.1 kJ/mol
LUMO energy (alpha / beta) = -9.0567 / -13.0165 eV
Total charge = +3
HOMO-LUMO gap (alpha / beta) = 7.916 / 3.942 eV
Spin multiplicity = 5
F_max = 1.97 eV Å⁻¹

The geometry in XYZ format:
```
62
Properties=species:S:1:pos:R:3:mulliken_charge:R:1
Pt -1.4080 0.6000 -1.3086 0.497
C -3.1096 2.9010 -0.1480 -0.574
C -2.4915 3.3259 -1.4997 -0.773
N -2.4393 2.2097 -2.4580 -0.488
C -3.7418 1.8011 -3.0267 -0.682
C -3.8071 0.2824 -3.1863 -0.737
N -3.2208 -0.4369 -2.0356 -0.427
C -4.0643 -0.6211 -0.8381 -0.870
C -4.2901 0.6888 -0.0961 -0.665
N -3.0242 1.4410 0.0927 -0.568
H -2.5702 3.4260 0.6381 0.404
H -4.1497 3.2212 -0.0885 0.382
H -3.0562 4.1670 -1.9091 0.386
H -1.4680 3.6661 -1.3465 0.433
H -1.7962 2.4403 -3.2076 0.404
H -4.5392 2.1758 -2.3901 0.250
H -3.8896 2.2510 -4.0088 0.507
H -4.8421 -0.0241 -3.3566 0.379
H -3.2318 -0.0040 -4.0664 0.451
H -2.9496 -1.3580 -2.3655 0.374
H -5.0327 -1.0528 -1.1054 0.421
H -3.5519 -1.3348 -0.1922 0.428
H -4.9996 1.3074 -0.6388 0.280
H -4.7477 0.4594 0.8666 0.514
H -2.6685 1.2673 1.0224 0.357
C 3.6869 1.2844 -0.4558 -1.425
C 3.5977 -0.2195 -0.3681 1.430
C 4.4530 -0.8410 0.7054 -1.380
C 3.6619 -0.9184 -1.6992 -1.608
Si 1.5937 -0.5446 0.2950 -0.776
O 0.5577 0.0619 -0.7132 1.145
C 1.6202 0.3770 1.9934 0.706
C 2.2030 -0.1249 3.1837 -0.142
C 2.1771 0.6187 4.3999 -0.808
C 1.6134 1.8626 4.4118 -0.598
C 1.0513 2.3795 3.2301 -0.502
C 1.0512 1.6258 2.0196 -0.343
C 1.4108 -2.4189 0.4726 1.036
C 1.2253 -3.0192 1.7138 -0.376
C 1.0569 -4.3979 1.7960 -0.749
C 1.0705 -5.1593 0.6374 -0.572
C 1.2316 -4.5579 -0.6021 -0.750
C 1.3912 -3.1801 -0.6952 -0.511
H 4.6813 1.5283 -0.8506 0.496
H 3.6004 1.7768 0.5130 0.367
H 2.9605 1.7106 -1.1495 0.295
H 5.5011 -0.7370 0.3962 0.482
H 4.2664 -1.9084 0.8293 0.335
H 4.3633 -0.3303 1.6655 0.415
H 4.6197 -0.6459 -2.1630 0.484
H 2.8818 -0.5932 -2.3900 0.331
H 3.6496 -2.0026 -1.6035 0.436
H 2.7157 -1.0798 3.1912 0.597
H 2.6262 0.2030 5.2928 0.484
H 1.5999 2.4436 5.3248 0.473
H 0.6081 3.3694 3.2330 0.491
H 0.6077 2.0420 1.1235 0.530
H 1.1774 -2.4405 2.6283 0.397
H 0.9067 -4.8539 2.7652 0.455
H 0.9352 -6.2310 0.7029 0.438
H 1.2385 -5.1506 -1.5073 0.448
H 1.4966 -2.7284 -1.6737 0.586
```